Density functional theory data (the ωB97M-V functional and the def2-TZVPD basis) for 12 unconnected molecules or ions with the total composition C48H80O20 in a non-equilibrium geometry.

The geometry in ORCA input format:
```
! RIJCOSX wB97M-V def2-TZVPD def2/J DEFGRID3
* xyz 0 1
O -4.6767 2.5992 -5.6989
O 4.7649 -0.7855 0.7220
O 2.3639 1.4901 -0.9434
O -4.2403 -4.1664 0.4650
O 2.2798 4.7343 2.0376
O 3.6800 -3.1339 -1.6379
O 2.9466 4.0240 6.0655
O -0.8098 2.1781 1.3019
O 2.3758 6.9760 2.5324
O -0.7566 0.8050 -0.5854
O -2.2379 -0.9754 3.3886
O 3.3155 -0.6633 2.5021
O -3.7434 1.2621 -4.1472
O 3.6832 -6.7009 0.7647
O 2.8278 -4.8259 1.4751
O 1.6291 2.4151 5.0761
O 4.0260 1.4508 -2.4569
O -0.7648 -3.1279 -3.0161
O -2.3252 -2.1327 -4.3844
O -6.1330 2.2969 2.3100
C -3.5482 -3.9685 -4.9277
C 2.9087 -4.1445 -3.4722
C 1.7545 6.2808 0.2739
C -3.6625 -3.8399 -0.7749
C 2.1374 6.0930 1.7298
C -4.3678 -2.9225 1.1729
C -2.5099 -0.4190 4.6413
C -0.7159 -1.9940 4.8316
C -4.2849 -1.8117 0.0821
C 5.7730 0.0670 0.2015
C 0.7190 4.5922 5.1390
C -5.5942 2.8796 0.1280
C -3.3691 -2.5338 -5.3166
C -0.0911 -1.1567 0.4188
C 2.5669 -3.9156 -1.9886
C 5.4889 1.4752 0.6553
C -1.5169 -2.2393 3.5675
C -0.3898 3.5792 4.8112
C 0.4432 2.3435 4.3005
C 2.2037 3.9794 0.8427
C 3.8603 -5.6297 1.2778
C 1.4883 4.8527 -0.1636
C 3.9884 -2.2023 -2.6615
C 4.5640 -3.7608 2.5030
C 4.1330 -0.1225 1.7714
C -4.3618 -2.5449 -1.2317
C -1.6468 -1.1343 5.6552
C 1.9125 3.6864 5.4964
C -6.3469 3.3533 1.3580
C -2.6456 2.7916 -2.8587
C -2.1779 -4.4419 -4.4727
C 5.1065 -4.9874 1.7968
C 4.8044 1.2220 1.9924
C -0.2357 -0.5136 -0.8783
C 3.2657 -2.7214 -3.9050
C 0.3052 -0.0149 1.3840
C -4.7940 1.7496 2.0904
C 1.8595 1.9163 -3.3516
C 2.7899 1.5317 -4.5077
C -4.4212 2.0934 0.6058
C 2.7215 1.5847 -2.1293
C 4.1822 1.5532 -3.9028
C -4.1711 2.4446 -4.5931
C 3.1360 -3.5898 2.0867
C -1.6418 -3.1920 -3.8732
C -2.9354 1.3148 -3.0071
C -3.8065 3.4945 -3.5462
C -0.4070 1.1480 0.7342
H -3.4074 0.8145 -2.1615
H 4.8833 2.0890 -0.0115
H -1.5458 -4.7324 -5.3119
H 0.5534 -2.0334 0.3540
H 5.4995 1.1715 2.8305
H -1.7094 3.1285 -3.3038
H 0.1622 -1.4802 4.4403
H 4.6277 0.6417 -4.3015
H 0.9402 6.9924 0.1378
H 0.4303 4.6020 -0.2396
H -5.3680 3.7869 -0.4321
H 2.7559 2.1993 -5.3687
H -2.9924 -2.4761 -6.3378
H 6.3791 2.0971 0.7500
H 5.8410 -4.7707 1.0213
H -2.0330 0.7136 -3.1175
H 2.4102 -2.1070 -4.1858
H 3.6582 -1.2128 -2.3454
H -3.6394 -2.9196 1.9837
H 2.5144 -3.3164 2.9393
H 5.1440 -2.8866 2.2073
H -2.1527 -5.2848 -3.7820
H -4.0569 2.0543 2.8333
H 4.6575 2.4484 -4.3037
H -4.8556 0.6669 2.2004
H -5.3624 -2.8187 -1.5663
H 6.7206 -0.2640 0.6266
H 4.0009 1.9395 2.1587
H -2.2145 0.6289 4.6935
H -1.0894 3.8627 4.0249
H -0.9956 3.3924 5.6979
H 1.9369 4.6817 -1.1422
H 1.5492 2.9609 -3.3784
H -2.1178 -3.1387 3.7024
H 4.7032 -3.9063 3.5743
H 2.4566 -4.8606 -1.4566
H 0.2392 -0.1232 2.4666
H -5.3626 -2.8739 1.6158
H 1.6753 -3.3109 -1.8225
H 2.6259 6.7035 -0.2262
H -2.2030 -1.8074 6.3076
H 3.0360 -2.7935 1.3491
H 3.1782 3.6554 0.4775
H 3.9947 -2.7196 -4.7153
H -7.4173 3.4400 1.1712
H -0.3855 -2.9213 5.2996
H 0.9732 1.2820 -3.3353
H -0.8761 -2.4465 2.7104
H -4.2295 1.1892 0.0280
H 2.0546 -4.5753 -3.9947
H -1.1212 -1.4284 0.6494
H -3.5846 -0.4857 4.8106
H 1.6328 3.0648 1.0034
H -6.2655 2.2960 -0.5020
H 5.8315 -0.1174 -0.8712
H -6.0170 4.3207 1.7367
H -3.8255 -2.0143 -2.0184
H 2.5963 0.5447 -4.9276
H -0.1513 1.4407 4.4410
H -4.2364 -4.0830 -4.0902
H 0.3293 5.2181 5.9418
H -3.3357 -1.2762 0.0960
H 0.9253 5.2073 4.2631
H -3.9542 -4.5009 -5.7878
H 5.6428 -5.6263 2.4984
H -5.0774 -1.0821 0.2486
H -1.1530 -0.4188 6.3128
H 3.7520 -4.8149 -3.6382
H 0.6835 -0.3924 -1.4515
H -4.7048 3.6782 -2.9568
H -2.6463 3.0896 -1.8103
H -3.9589 -4.6092 -1.4880
H -3.4485 2.5817 0.6639
H -3.4493 4.4324 -3.9714
H -0.9474 -1.0702 -1.4881
H 5.0705 -2.1732 -2.7893
H -2.5741 -3.7864 -0.7494
H 1.3481 0.2371 1.1922
H 0.6509 2.4402 3.2349
H -4.2749 -1.9794 -5.0714
*
```

Electronic energy   -3381.74267 a.u.
Relative energy (zero: lowest compared OMol25 entry of this formula, charge and spin)   34.01 kcal per mole
Kohn-Sham gap   9.574 eV
LUMO energy   0.0 eV
Highest occupied orbital energy   -9.598 eV
SMILES   O=C1CCCO1.O=C1CCCO1.O=C1CCCO1.O=C1CCCO1.O=C1CCCO1.O=C1CCCO1.O=C1CCCO1.O=C1CCCO1.C1CCOC1.C1CCOC1.C1CCOC1.C1CCOC1

Results of the Mulliken charge analysis, in e, for atoms 1 through 99: atom 1 (O): -0.645, atom 2 (O): -0.221, atom 3 (O): 0.021, atom 4 (O): -0.508, atom 5 (O): -0.282, atom 6 (O): -0.392, atom 7 (O): -0.639, atom 8 (O): -0.740, atom 9 (O): -0.604, atom 10 (O): 0.959, atom 11 (O): 0.050, atom 12 (O): -0.561, atom 13 (O): -0.404, atom 14 (O): -0.643, atom 15 (O): -0.365, atom 16 (O): -0.368, atom 17 (O): -0.284, atom 18 (O): -0.553, atom 19 (O): -0.206, atom 20 (O): -0.529, atom 21 (C): -0.471, atom 22 (C): -0.763, atom 23 (C): -0.555, atom 24 (C): -0.322, atom 25 (C): 0.373, atom 26 (C): -0.133, atom 27 (C): -0.204, atom 28 (C): -0.339, atom 29 (C): 0.619, atom 30 (C): -0.669, atom 31 (C): -0.198, atom 32 (C): -0.360, atom 33 (C): -0.458, atom 34 (C): 0.050, atom 35 (C): 0.102, atom 36 (C): -0.063, atom 37 (C): -0.563, atom 38 (C): -0.774, atom 39 (C): 1.922, atom 40 (C): 1.422, atom 41 (C): 0.448, atom 42 (C): -0.169, atom 43 (C): 0.129, atom 44 (C): -0.223, atom 45 (C): 0.670, atom 46 (C): -0.100, atom 47 (C): -0.945, atom 48 (C): 0.450, atom 49 (C): -0.680, atom 50 (C): -0.002, atom 51 (C): -0.551, atom 52 (C): -0.504, atom 53 (C): -0.085, atom 54 (C): 0.277, atom 55 (C): -0.461, atom 56 (C): 2.655, atom 57 (C): 0.007, atom 58 (C): 0.530, atom 59 (C): -0.830, atom 60 (C): 1.768, atom 61 (C): -0.206, atom 62 (C): -0.524, atom 63 (C): 0.349, atom 64 (C): 0.841, atom 65 (C): 0.413, atom 66 (C): 1.108, atom 67 (C): -0.429, atom 68 (C): -0.157, atom 69 (H): -0.573, atom 70 (H): -0.178, atom 71 (H): 0.353, atom 72 (H): 0.512, atom 73 (H): 0.366, atom 74 (H): 0.167, atom 75 (H): -0.038, atom 76 (H): 0.289, atom 77 (H): 0.332, atom 78 (H): 0.090, atom 79 (H): 0.186, atom 80 (H): 0.366, atom 81 (H): 0.375, atom 82 (H): 0.576, atom 83 (H): 0.275, atom 84 (H): -0.164, atom 85 (H): 0.129, atom 86 (H): -0.415, atom 87 (H): -0.268, atom 88 (H): 0.152, atom 89 (H): -0.096, atom 90 (H): 0.322, atom 91 (H): 0.116, atom 92 (H): 0.413, atom 93 (H): 0.062, atom 94 (H): 0.400, atom 95 (H): 0.279, atom 96 (H): -0.284, atom 97 (H): 0.020, atom 98 (H): 0.413, atom 99 (H): 0.376